# 1
{
  "formula": "C9H14N",
  "method": "ωB97M-V with the def2-TZVPD basis set",
  "species": ["H", "H", "H", "H", "H", "C", "C", "C", "C", "C", "H", "H", "C", "H", "H", "N", "H", "H", "C", "C", "C", "H", "H", "H"],
  "positions_angstrom": [[0.81, 2.81, 2.62], [0.89, -2.77, -1.67], [0.86, 1.78, -2.53], [-1.41, -0.72, 1.73], [1.90, -1.41, -1.34], [0.10, 1.98, -0.62], [-0.65, -0.06, 1.49], [0.28, 2.60, 0.54], [1.24, -2.09, -0.88], [0.22, -0.27, 0.45], [-1.26, -2.69, 0.52], [0.47, 3.71, 0.32], [-1.32, -2.07, -0.42], [-2.10, -1.43, -0.42], [-0.40, 0.90, 3.40], [0.01, -1.34, -0.50], [1.09, 0.26, 0.09], [-1.43, -2.75, -1.23], [-0.04, 1.86, -1.90], [0.34, 2.20, 1.92], [-0.17, 1.02, 2.32], [-0.08, -0.87, -1.43], [1.68, -2.63, -0.04], [-1.02, 2.01, -2.38]],
  "lowdin_charge": [0.099, 0.117, 0.082, 0.089, 0.093, -0.159, 0.003, -0.081, 0.039, -0.082, 0.141, 0.156, 0.043, 0.073, 0.130, -0.187, 0.130, 0.096, -0.001, -0.071, -0.090, 0.169, 0.123, 0.088],
  "fmax_ev_per_a": 5.8,
  "total_charge": 1,
  "e_homo_ev": -12.00,
  "e_lumo_ha": -0.1387
}

---

# 2
{
  "formula": "C17H20Cl39FNO2S",
  "method": "ωB97M-V with the def2-TZVPD basis set",
  "species": ["H", "C", "H", "O", "Cl", "Cl", "Cl", "H", "C", "Cl", "C", "N", "Cl", "Cl", "C", "C", "H", "H", "Cl", "C", "Cl", "Cl", "H", "H", "H", "Cl", "Cl", "H", "Cl", "H", "C", "O", "Cl", "C", "C", "Cl", "C", "H", "H", "C", "H", "C", "Cl", "Cl", "C", "Cl", "Cl", "C", "C", "Cl", "Cl", "Cl", "Cl", "Cl", "H", "Cl", "Cl", "Cl", "C", "Cl", "H", "H", "Cl", "Cl", "Cl", "H", "Cl", "H", "Cl", "Cl", "F", "C", "Cl", "Cl", "H", "Cl", "S", "Cl", "Cl", "Cl", "H"],
  "positions_angstrom": [[1.48, 6.12, 1.44], [3.19, 4.23, 7.35], [-5.75, -1.18, -9.13], [-1.44, 1.52, -4.93], [-0.53, 0.25, 6.30], [8.64, -10.22, 3.22], [1.85, -5.64, 4.95], [1.27, -0.63, -0.46], [0.78, 4.06, -2.05], [7.27, -2.02, 3.96], [6.55, -2.74, 2.52], [-5.43, 0.93, -3.20], [-11.29, 0.80, -9.94], [1.07, 3.93, -0.32], [-6.08, -0.15, -9.16], [-10.82, 2.50, -9.93], [-4.33, -0.21, -4.71], [5.87, -8.10, 2.62], [1.02, 0.90, 1.29], [1.56, 6.76, 2.31], [8.26, -1.45, 6.82], [-0.88, 0.23, -0.79], [-5.73, 0.19, -2.58], [8.98, -11.69, 1.44], [-4.38, 3.84, -3.56], [-0.05, 2.35, 4.36], [6.33, -4.48, 2.73], [-3.90, 2.14, -5.79], [2.79, 5.88, 7.84], [5.56, -2.31, 2.39], [-0.79, 0.78, 4.64], [-2.25, 2.88, -3.02], [-3.42, 6.22, -2.39], [-4.88, 0.71, -4.56], [-3.21, 5.52, -0.78], [6.47, -2.72, 8.72], [-4.02, 1.99, -4.72], [-5.67, 3.40, -4.69], [-5.90, 2.51, -1.96], [4.98, -8.26, 3.23], [2.18, -5.92, 2.66], [-5.50, 2.17, -2.91], [-9.73, 2.86, -11.27], [2.47, -3.61, 2.96], [8.16, -11.51, 2.12], [-5.79, 0.54, -7.52], [4.13, 4.23, 5.85], [1.69, -5.17, 3.26], [-4.92, 3.00, -4.00], [-2.51, 0.81, 4.25], [-0.08, 7.21, 2.80], [1.74, 3.25, 7.17], [-4.64, 4.57, -0.33], [5.21, -9.76, 4.11], [-0.29, 3.99, -2.22], [7.81, -12.99, 2.99], [7.31, 0.03, 9.14], [1.54, 2.72, -2.91], [7.77, -1.55, 8.51], [3.59, -8.38, 2.14], [-0.31, 0.06, 3.98], [3.81, 3.79, 8.13], [2.49, 8.18, 1.85], [-0.01, -5.10, 2.78], [6.77, -11.02, 1.14], [-5.72, 0.76, -5.26], [4.80, -6.89, 4.32], [-11.72, 3.09, -10.06], [2.35, 5.86, 3.60], [1.33, 5.61, -2.68], [-2.66, 0.52, -3.13], [0.46, -0.36, 0.21], [-5.13, 0.71, -10.35], [-7.79, -0.10, -9.52], [-2.36, 4.85, -0.81], [-10.10, 2.95, -8.39], [-2.41, 1.82, -3.95], [-2.89, 6.78, 0.39], [-0.01, -1.80, 1.12], [7.50, -2.39, 1.07], [8.63, -1.90, 9.08]],
  "lowdin_charge": [-0.046, -1.544, 0.019, -0.196, 0.540, 0.516, 0.526, 0.020, -1.555, 0.504, -1.550, 0.143, 0.519, 0.537, -1.514, -1.554, 0.142, 0.004, 0.530, -1.561, 0.493, 0.534, 0.196, 0.011, 0.078, 0.491, 0.501, 0.135, 0.534, -0.003, -1.560, -0.257, 0.552, -0.130, -1.538, 0.528, -0.275, 0.165, 0.137, -1.537, -0.036, 0.030, 0.530, 0.503, -1.548, 0.563, 0.502, -1.555, -0.081, 0.515, 0.508, 0.506, 0.541, 0.531, -0.035, 0.534, 0.525, 0.553, -1.550, 0.537, -0.020, 0.012, 0.540, 0.518, 0.513, 0.040, 0.506, 0.013, 0.507, 0.558, -0.177, -1.524, 0.571, 0.553, -0.004, 0.498, 0.638, 0.578, 0.530, 0.529, 0.012],
  "fmax_ev_per_a": 1.5,
  "total_charge": 1,
  "e_homo_ev": -11.98,
  "e_lumo_ha": -0.1765
}

---

# 3
{
  "formula": "C38H49Cl2F3GeIN6O6PbSSi3",
  "method": "ωB97M-V with the def2-TZVPD basis set",
  "species": ["O", "H", "H", "H", "O", "H", "H", "H", "C", "N", "H", "H", "C", "Si", "I", "C", "H", "C", "S", "H", "H", "H", "N", "H", "C", "H", "N", "C", "Ge", "H", "H", "C", "H", "C", "H", "Si", "H", "Si", "C", "C", "H", "O", "C", "C", "C", "C", "O", "C", "H", "C", "H", "H", "C", "H", "H", "H", "H", "C", "N", "C", "H", "H", "C", "O", "C", "C", "C", "C", "Cl", "C", "C", "C", "C", "H", "H", "C", "C", "C", "C", "H", "H", "Pb", "C", "H", "H", "H", "C", "H", "H", "H", "Cl", "H", "C", "N", "C", "C", "H", "H", "H", "H", "O", "H", "N", "C", "H", "F", "F", "H", "F", "H", "H"],
  "positions_angstrom": [[0.07, -2.34, 2.31], [3.36, -1.27, -6.03], [1.88, -0.56, -7.25], [-3.57, 0.01, 5.75], [1.00, 2.58, 1.03], [1.82, 2.79, -6.70], [-7.41, 3.24, 1.19], [-4.73, -7.21, 1.75], [1.76, -3.12, 0.69], [-4.14, -5.21, 2.45], [4.88, 1.37, -6.50], [-4.34, -5.98, 4.38], [-4.43, -4.97, 3.88], [3.98, 0.40, -4.28], [-2.39, 3.77, 0.34], [-6.29, 1.95, 2.58], [4.93, 2.49, -5.15], [-2.96, -1.53, -2.98], [-1.84, -5.34, 0.92], [5.86, -0.22, -2.62], [0.62, 4.11, 5.72], [4.73, -1.86, -5.22], [-2.23, 0.23, -0.03], [-1.62, 1.27, -6.61], [1.29, 0.43, 5.25], [3.12, -2.04, -4.46], [-2.66, -2.03, -4.02], [-4.88, -6.09, 1.59], [1.84, 1.26, -3.88], [-5.34, 4.25, 0.29], [0.62, -1.61, -3.57], [3.78, -1.37, -5.04], [4.98, 1.17, -2.01], [0.18, 4.31, -3.52], [-0.53, 3.47, -3.45], [1.82, 3.69, -4.27], [-5.47, -4.62, 4.01], [0.31, 0.18, -5.44], [3.20, -4.11, 2.92], [-6.42, 2.92, 1.57], [1.39, 1.13, -7.37], [2.22, 0.47, 0.96], [3.54, -4.48, 1.64], [-4.94, 0.81, 4.25], [0.37, -1.56, -4.67], [4.85, 0.19, -2.56], [2.68, 2.17, -0.68], [1.23, -2.85, 2.05], [-4.62, -5.80, 0.57], [-2.79, -4.94, 2.24], [6.05, 1.16, -5.19], [-1.56, 0.87, 4.66], [2.82, -3.98, 0.50], [1.64, -3.09, 4.15], [1.33, -0.66, 5.11], [0.00, 2.95, 3.61], [-0.35, 5.10, -4.02], [1.96, 3.71, -6.20], [-2.34, -4.21, 3.30], [-3.72, 0.52, 4.81], [-5.98, -5.85, 1.65], [3.80, -4.40, 3.76], [1.89, 1.04, 6.37], [0.50, -1.45, -0.36], [0.54, 2.42, 4.41], [-2.68, -0.42, -0.92], [3.30, 4.63, -3.58], [2.06, -3.34, 3.15], [4.86, -5.55, 1.40], [-3.78, 2.05, 2.46], [5.04, 1.45, -5.42], [-1.44, 0.92, -5.59], [2.34, 3.13, 7.66], [0.28, 4.65, -2.48], [4.21, -0.41, -1.89], [-5.02, 1.57, 3.05], [-2.54, 1.69, 3.00], [1.69, 2.40, 6.53], [1.03, 0.11, -7.16], [-1.70, 1.73, -4.85], [-5.84, 0.40, 4.73], [-0.25, 0.20, 1.62], [-3.97, 3.04, 1.45], [1.26, 4.46, -6.56], [-3.76, -2.96, 4.16], [2.95, 4.01, -6.44], [-2.53, 1.03, 4.20], [2.46, 0.44, 7.09], [-3.03, -4.11, 5.34], [-0.61, -2.09, -4.80], [2.41, 1.95, 0.73], [3.38, 5.65, -3.92], [0.97, 3.09, 5.55], [-3.35, -1.14, -1.78], [1.14, -2.51, -0.42], [-5.27, 3.50, 1.08], [-1.45, -3.67, 3.20], [3.13, 4.68, -2.47], [1.39, -2.81, -1.46], [4.20, 4.07, -3.79], [3.41, 2.47, 1.61], [-7.16, 1.49, 3.02], [0.78, 1.11, 4.20], [-3.34, -3.95, 4.30], [3.05, -4.39, -0.50], [3.39, 2.39, 8.17], [2.87, 4.31, 7.38], [1.14, -2.19, -5.12], [1.54, 3.39, 8.77], [-2.12, 0.08, -5.39], [0.27, -0.26, -7.87]],
  "lowdin_spin": [0.000, 0.001, 0.000, 0.000, 0.001, 0.006, 0.000, 0.000, 0.000, 0.000, 0.000, 0.000, 0.000, 0.096, 0.001, 0.000, 0.001, 0.000, 0.000, 0.000, 0.000, 0.000, 0.000, 0.000, 0.000, 0.000, 0.000, 0.000, 0.560, 0.000, 0.007, 0.004, 0.000, 0.001, 0.002, 0.070, 0.000, 0.084, 0.000, 0.000, 0.002, 0.001, 0.000, 0.000, 0.009, 0.007, 0.026, 0.000, 0.000, 0.000, 0.004, 0.000, 0.000, 0.000, 0.000, 0.000, 0.000, 0.041, 0.000, 0.000, 0.000, 0.000, 0.000, 0.004, 0.000, 0.000, 0.001, 0.000, 0.000, 0.000, 0.025, 0.000, 0.000, 0.000, 0.001, 0.000, 0.000, 0.000, 0.028, 0.000, 0.000, 0.002, 0.000, 0.004, 0.000, 0.001, 0.000, 0.000, 0.000, 0.000, 0.004, 0.000, 0.000, 0.000, 0.000, 0.000, 0.000, 0.000, 0.000, 0.000, 0.002, 0.000, 0.000, 0.000, 0.000, 0.000, 0.000, 0.000, 0.000, 0.000, 0.005],
  "fmax_ev_per_a": 4.0,
  "total_charge": -2,
  "e_homo_ev": [-2.27, -2.27],
  "multiplicity": 2,
  "e_lumo_ha": [0.1328, 0.1268]
}

---

# 4
{
  "formula": "C9H30F2NO15P2S2Ti",
  "method": "ωB97M-V with the def2-TZVPD basis set",
  "species": ["H", "O", "F", "H", "C", "H", "H", "P", "N", "H", "H", "H", "F", "C", "H", "O", "O", "S", "H", "O", "C", "H", "H", "O", "H", "C", "O", "C", "H", "H", "H", "O", "H", "H", "C", "C", "O", "H", "H", "H", "O", "H", "C", "H", "O", "Ti", "P", "H", "H", "H", "H", "H", "O", "H", "O", "O", "S", "C", "H", "O", "O", "H"],
  "positions_angstrom": [[18.61, -6.91, -15.41], [25.05, -3.07, -12.10], [26.47, -4.56, -13.29], [20.49, -6.89, -18.38], [18.98, -6.12, -14.75], [18.73, -5.15, -15.17], [18.59, -6.22, -13.74], [21.23, -7.47, -15.06], [24.24, -4.40, -14.22], [21.60, -5.33, -10.71], [22.17, -7.24, -18.00], [27.66, -9.48, -13.45], [22.18, -4.28, -15.36], [20.79, -8.77, -12.89], [25.37, -5.90, -11.15], [20.80, -7.79, -16.55], [24.16, -11.44, -14.57], [23.36, -3.28, -14.93], [24.37, -8.64, -16.23], [20.51, -8.65, -14.29], [22.80, -11.12, -14.85], [24.30, -5.93, -17.47], [21.36, -7.92, -12.50], [22.74, -2.33, -14.06], [25.98, -8.21, -16.79], [26.37, -6.35, -11.10], [22.71, -5.75, -12.39], [21.73, -4.96, -11.73], [26.36, -7.00, -10.23], [22.19, -11.80, -14.27], [25.54, -4.64, -17.65], [22.67, -7.39, -14.80], [19.84, -8.81, -12.36], [23.07, -5.20, -13.12], [25.30, -9.04, -16.64], [27.36, -10.37, -12.91], [26.61, -7.08, -12.31], [21.31, -5.87, -17.22], [21.36, -9.68, -12.69], [22.61, -11.23, -15.92], [26.35, -11.11, -13.61], [27.51, -7.43, -12.25], [21.22, -6.89, -17.58], [22.55, -10.08, -14.62], [25.91, -10.01, -15.77], [24.67, -6.64, -13.69], [25.24, -10.29, -14.36], [25.11, -9.52, -17.60], [28.19, -11.06, -12.77], [27.10, -5.55, -10.98], [20.76, -5.03, -12.23], [25.99, -6.30, -17.99], [26.12, -2.45, -14.26], [27.03, -10.12, -11.90], [23.85, -2.82, -16.19], [25.71, -5.88, -15.99], [25.39, -3.38, -13.45], [25.36, -5.67, -17.36], [22.04, -3.91, -11.69], [24.71, -9.10, -13.69], [20.42, -6.17, -14.67], [25.16, -5.26, -15.46]],
  "lowdin_spin": [0.000, 0.016, 0.032, 0.000, 0.000, 0.000, 0.000, 0.005, 0.059, 0.001, 0.000, 0.000, 0.003, 0.001, 0.011, 0.000, 0.000, 0.007, 0.002, 0.001, 0.000, 0.001, 0.001, 0.003, 0.001, 0.025, 0.039, 0.003, 0.002, 0.000, 0.000, 0.033, 0.000, 0.007, 0.004, 0.000, 0.040, 0.000, 0.000, 0.000, 0.001, 0.003, 0.000, 0.000, 0.001, 2.557, 0.004, 0.000, 0.000, 0.001, 0.000, 0.000, 0.020, 0.000, 0.001, 0.034, 0.031, 0.003, 0.000, 0.036, 0.001, 0.006],
  "fmax_ev_per_a": 3.7,
  "total_charge": 0,
  "e_homo_ev": [-4.31, -10.15],
  "multiplicity": 4,
  "e_lumo_ha": [0.0098, 0.0078]
}